Record 1
The following is a DFT calculation (ωB97M-V/def2-TZVPD) of a structure of composition C19H23O8S2Tl in a non-equilibrium geometry.

Each line ends with the Mulliken charge.
CARTESIAN COORDINATES (ANGSTROEM)
Tl1 -0.17882 -0.02406 0.05908  1.01
C1 -3.39372 2.43827 -0.06336  -2.27
C2 -2.06376 2.43970 0.65596  0.82
C3 -0.93104 3.01048 0.05293  1.31
C4 -1.00036 3.50603 -1.37542  -2.56
C5 0.27710 3.08573 0.75893  0.98
C6 1.46341 3.79890 0.14899  -2.42
C7 0.38383 2.50600 2.03011  1.36
C8 1.71403 2.47317 2.74847  -2.56
C9 -0.74651 1.93598 2.63339  0.90
C10 -0.68749 1.38536 4.03683  -2.16
C11 -1.96788 1.89368 1.94374  1.54
C12 -3.16040 1.25661 2.61333  -2.49
H1 -3.44346 3.21447 -0.82251  0.49
H2 -4.20869 2.62052 0.63395  0.48
H3 -3.58700 1.47389 -0.54309  0.32
H4 -1.30616 4.55504 -1.42920  0.38
H5 -1.71352 2.92745 -1.95950  0.47
H6 -0.03511 3.41966 -1.87101  0.46
H7 1.14468 4.58673 -0.52978  0.50
H8 2.10800 3.11555 -0.41381  0.31
H9 2.07417 4.26833 0.91716  0.53
H10 1.80174 3.28792 3.47271  0.38
H11 2.54661 2.55510 2.05360  0.48
H12 1.83104 1.53386 3.28460  0.41
H13 -0.66924 0.29364 4.01846  0.15
H14 -1.56996 1.68908 4.59965  0.48
H15 0.18494 1.74055 4.57830  0.52
H16 -3.60476 1.94060 3.34316  0.42
H17 -2.86255 0.35750 3.14895  0.48
H18 -3.92930 0.96688 1.90378  0.50
O1 -3.82639 -2.17379 1.84480  -0.74
S1 -2.43508 -2.05316 1.50911  1.53
O2 -1.53457 -1.52664 2.51488  -0.56
O3 -2.22759 -1.39474 0.19111  -0.75
C13 -1.82319 -3.72665 1.23565  0.06
C14 -2.69074 -4.80179 1.13286  -0.40
C15 -2.21235 -6.08456 0.92195  -0.68
C16 -0.84635 -6.30833 0.81117  -0.55
C17 0.03559 -5.24626 0.91534  -0.52
C18 -0.46530 -3.97848 1.13022  -0.12
S2 1.12308 -2.39277 2.48409  0.88
O4 0.66860 -3.12409 3.59760  -0.64
O5 1.17205 -0.97586 2.45025  -0.31
O6 0.48113 -2.92404 1.15486  0.07
H19 -3.75024 -4.60227 1.23195  0.50
H20 -2.90464 -6.91217 0.84648  0.39
H21 -0.46529 -7.30730 0.64629  0.40
H22 1.10564 -5.39002 0.83711  0.42
O7 2.65084 -2.90671 2.23496  -0.32
C19 3.34739 -2.49313 1.12291  0.05
O8 2.91051 -1.83326 0.23850  -0.36
H23 4.37799 -2.84508 1.22554  0.41

The value obtained for the strongest force on any atom is 0.021 Eh/bohr. The calculation puts the total energy at -62821.0927 eV. The HOMO energy is -8.66 eV. The gap between HOMO and LUMO is 8.897 eV. As for the spin multiplicity: 1.



Record 2
The following is a DFT calculation (ωB97M-V/def2-TZVPD) of a structure of composition C19H24AsBrF6NO2PbS in a non-equilibrium geometry.

Each line ends with the Mulliken charge.
CARTESIAN COORDINATES (ANGSTROEM)
Pb1 14.31566 13.26010 5.87832  1.56
O1 16.47590 13.92189 5.21686  -0.79
N1 17.01777 14.94924 5.90286  0.56
C1 18.19964 14.67488 6.52828  0.00
C2 18.90597 15.73562 7.07560  -0.66
C3 18.35270 17.01298 6.92339  -0.24
C4 17.03371 17.18093 6.50197  -0.59
C5 16.28011 16.08946 6.03172  0.43
S1 14.75212 16.35349 5.43623  -0.16
H1 18.48193 13.62006 6.45844  0.46
H2 19.91007 15.57237 7.50828  0.42
H3 18.89927 17.88849 7.31641  0.36
H4 16.58715 18.17588 6.44169  0.41
C6 8.92974 7.90838 8.35197  -1.45
C7 8.88974 8.05854 6.76085  1.95
C8 7.58043 8.80609 6.43854  -1.96
C9 8.72460 6.63942 6.17590  -1.88
C10 10.08010 8.86785 6.18122  -0.20
C11 9.97608 10.18712 5.86714  -0.30
C12 11.14086 10.94917 5.48973  -0.48
Br1 10.80192 12.74594 4.95562  -0.20
C13 12.41660 10.38291 5.48658  0.89
O2 13.52718 11.02195 5.27774  -0.89
C14 12.48259 8.90458 5.60700  -0.35
C15 11.35996 8.21197 5.95258  -0.15
C16 13.85170 8.26729 5.74808  2.63
C17 13.70034 6.79130 6.08844  -2.51
C18 14.70977 8.84354 6.84136  -1.33
C19 14.60669 8.49975 4.39839  -1.67
H5 8.03610 7.44897 8.75788  0.43
H6 9.11460 8.88559 8.80744  0.38
H7 9.75357 7.15936 8.58153  0.33
H8 6.73528 8.28454 6.86819  0.47
H9 7.44940 8.93582 5.37220  0.45
H10 7.56036 9.80590 6.97230  0.37
H11 7.71994 6.27386 6.47663  0.46
H12 9.43960 5.88423 6.53819  0.32
H13 8.81516 6.69362 5.13541  0.48
H14 9.02344 10.72453 5.89342  0.37
H15 11.52106 7.14397 6.12852  0.58
H16 13.15549 6.64141 7.00216  0.50
H17 14.71593 6.46293 6.27418  0.54
H18 13.17490 6.29500 5.21894  0.40
H19 14.24340 8.64103 7.87988  0.29
H20 14.76895 9.92102 6.80606  0.16
H21 15.78010 8.46052 6.84888  0.40
H22 14.09681 8.39177 3.41591  0.31
H23 15.46501 7.85071 4.30822  0.48
H24 14.93479 9.51091 4.37942  0.31
F1 15.98982 12.13934 7.31958  -0.56
As1 15.36686 12.84428 8.91207  2.01
F2 16.97920 13.26770 9.35927  -0.46
F3 15.20171 14.41980 8.01159  -0.46
F4 14.66980 13.55924 10.28373  -0.42
F5 13.77562 12.41777 8.24551  -0.49
F6 15.64240 11.33279 9.61410  -0.45

The value obtained for the strongest force on any atom is 0.067 Eh/bohr. The calculation puts the total energy at -188940.4481 eV. The HOMO energy (spin up / spin down) is -12.27 / -11.87 eV. The gap between HOMO and LUMO (spin up / spin down) is 6.665 / 5.375 eV. As for the energy above the lowest of the compared OMol25 structures with the same formula, charge and spin: 25.6 kJ/mol. As for the spin multiplicity: 1. Its charge is +1.



Record 3
The following is a DFT calculation (ωB97M-V/def2-TZVPD) of a structure of composition C19H24BrN3ORh in a non-equilibrium geometry.

Each line ends with the Mulliken charge.
CARTESIAN COORDINATES (ANGSTROEM)
Rh1 -0.48032 0.08300 -0.35777  0.23
Br1 5.45088 -4.47970 -1.18337  -0.14
C1 4.22378 -3.03360 -1.24327  0.05
C2 4.56398 -1.80770 -0.67657  -0.70
C3 3.66398 -0.76930 -0.69677  -0.07
C4 2.39238 -0.93080 -1.28897  0.19
C5 2.08388 -2.17660 -1.87337  -0.10
C6 2.98608 -3.21170 -1.85717  -0.66
N1 1.47628 0.08040 -1.33387  -0.37
C7 1.79778 1.35090 -1.58587  -0.25
C8 0.82858 2.35690 -1.48327  0.33
C9 1.08688 3.73150 -1.71907  -0.88
C10 0.07878 4.64730 -1.61017  -0.28
C11 -1.22042 4.21280 -1.28827  -0.86
C12 -1.42402 2.86970 -1.06947  -0.10
N2 -0.44172 1.97790 -1.13427  0.09
H1 5.54128 -1.67640 -0.23627  0.43
H2 3.93458 0.17910 -0.26087  0.53
H3 1.13548 -2.29490 -2.37517  0.42
H4 2.74378 -4.15360 -2.32267  0.44
H5 2.78978 1.58710 -1.95457  0.58
H6 2.09548 4.02610 -1.96597  0.41
H7 0.26368 5.69730 -1.77817  0.45
H8 -2.04032 4.90610 -1.22147  0.43
H9 -2.40922 2.48400 -0.84217  0.50
N3 -4.62702 -1.14880 -0.82927  -0.37
C13 -3.30132 -1.02090 -0.76967  0.58
O1 -2.71482 -0.05240 -1.25557  -0.59
C14 -2.53512 -2.10800 -0.04567  -0.69
C15 -1.05982 -1.92750 -0.34557  -1.08
H10 -5.16992 -0.44910 -1.31067  0.26
H11 -5.10792 -1.94220 -0.44137  0.20
H12 -2.88252 -3.08940 -0.38937  0.53
H13 -2.75482 -2.02940 1.02103  0.27
H14 -0.88292 -2.19270 -1.39467  0.51
H15 -0.41282 -2.51830 0.30883  0.52
C16 -0.47282 1.15860 3.85343  -1.62
C17 -0.36252 0.18190 2.67223  1.04
C18 -0.80092 -1.20730 3.12763  -1.38
C19 -1.18402 0.72670 1.51913  -0.90
H16 0.05598 0.75690 4.71233  0.45
H17 -1.51692 1.29910 4.12053  0.35
H18 -0.04872 2.12850 3.60933  0.40
H19 0.69928 0.13950 2.37683  0.03
H20 -1.85612 -1.20290 3.39443  0.32
H21 -0.22982 -1.50770 4.00333  0.46
H22 -0.63342 -1.94430 2.34923  0.17
H23 -1.07592 1.81870 1.46303  0.59
H24 -2.24642 0.47540 1.60913  0.28

The value obtained for the strongest force on any atom is 0.081 Eh/bohr. The calculation puts the total energy at -99653.6138 eV. The HOMO energy (spin up / spin down) is -11.02 / -11.16 eV. The gap between HOMO and LUMO (spin up / spin down) is 6.465 / 6.482 eV. As for the spin multiplicity: 1. Its charge is +1.



Record 4
The following is a DFT calculation (ωB97M-V/def2-TZVPD) of an isolated molecule of C19H24ClN2O4P in a non-equilibrium geometry.

Each line ends with the Mulliken charge.
CARTESIAN COORDINATES (ANGSTROEM)
C1 3.15223 4.29215 0.92882  -1.09
C2 1.64493 4.16486 0.77840  -0.14
H1 1.14245 5.09858 1.04848  0.37
H2 1.38863 3.89925 -0.24682  0.20
O1 1.11288 3.18637 1.66360  -0.45
P1 1.12643 1.61999 1.33036  1.09
O2 2.11357 1.15818 0.34499  -0.84
O3 1.38555 1.02663 2.81163  -0.12
C3 2.70900 1.01865 3.31974  -0.33
C4 2.93130 2.15815 4.30119  -1.05
H3 2.23740 2.06860 5.13304  0.30
H4 3.95004 2.12827 4.67935  0.38
H5 2.75633 3.10962 3.80774  0.19
H6 3.41809 1.07945 2.48656  0.33
H7 2.83706 0.05271 3.82071  0.37
H8 3.52445 5.05055 0.24486  0.42
H9 3.41688 4.57360 1.94583  0.25
H10 3.61875 3.33942 0.69245  0.27
C5 -0.61567 0.93947 1.14673  -0.19
N1 -0.75698 0.47604 -0.21428  -0.06
C6 -0.30120 1.35901 -1.13938  0.10
O4 -0.06301 2.51592 -0.83032  -0.81
N2 -0.15951 0.93992 -2.43414  -0.08
C7 -0.35968 -0.32329 -2.98719  0.63
C8 0.47911 -0.75663 -4.01244  -0.95
C9 0.29456 -1.99699 -4.58980  -0.77
C10 -0.72062 -2.85202 -4.17815  0.63
C11 -1.56449 -2.39175 -3.17126  0.35
C12 -1.40700 -1.14858 -2.58378  -0.39
H11 -2.11703 -0.81562 -1.84431  0.65
Cl1 -2.87096 -3.38884 -2.62778  -0.24
C13 -0.91308 -4.20042 -4.79423  -1.59
H12 -1.89866 -4.26906 -5.25309  0.35
H13 -0.85176 -4.97635 -4.03228  0.35
H14 -0.15787 -4.38912 -5.55189  0.37
H15 0.95840 -2.31652 -5.37914  0.31
H16 1.28075 -0.11711 -4.34963  0.35
H17 0.35790 1.59749 -3.00193  0.25
H18 -0.57585 -0.50663 -0.36739  0.50
C14 -0.84680 -0.17219 2.11541  0.38
C15 -0.13197 -1.35858 1.99026  -0.27
C16 -0.33655 -2.39634 2.88019  -1.00
C17 -1.25588 -2.25954 3.90743  -0.42
C18 -1.96319 -1.07798 4.04328  -0.70
C19 -1.76093 -0.03936 3.15060  -0.44
H19 -2.31113 0.88351 3.26060  0.39
H20 -2.67571 -0.96370 4.84688  0.40
H21 -1.41428 -3.06997 4.60341  0.40
H22 0.22703 -3.31200 2.77676  0.40
H23 0.61115 -1.45573 1.21006  0.42
H24 -1.31648 1.76365 1.31021  0.49

The value obtained for the strongest force on any atom is 0.028 Eh/bohr. The calculation puts the total energy at -53077.5914 eV. The HOMO energy is -8.63 eV. The gap between HOMO and LUMO is 9.351 eV. As for the spin multiplicity: 1.



Record 5
The following is a DFT calculation (ωB97M-V/def2-TZVPD) of a structure of composition C19H24CoN3O5 in a non-equilibrium geometry.

Each line ends with the Löwdin spin population.
CARTESIAN COORDINATES (ANGSTROEM)
Co1 -0.49135 0.70927 0.38800  1.01
O1 2.85351 -2.76535 2.53590  0.00
C1 1.82701 -3.49733 2.09887  0.00
C2 2.01739 -4.87796 1.99725  0.00
C3 0.99916 -5.69731 1.56376  0.00
C4 -0.24817 -5.16883 1.22233  0.00
C5 -0.44636 -3.81204 1.30189  0.00
C6 0.57937 -2.95215 1.72468  0.00
C7 0.33263 -1.51821 1.68429  0.00
O2 -0.75450 -1.05184 1.21128  0.01
N1 1.26769 -0.67488 2.15227  0.00
N2 0.93923 0.57051 1.83229  -0.03
C8 1.35451 1.61921 2.43344  0.00
C9 0.76814 2.86542 1.98149  0.00
C10 1.18054 4.10639 2.45403  0.00
C11 0.53873 5.24576 2.00604  0.00
C12 -0.49401 5.11166 1.08829  0.00
C13 -0.84156 3.84388 0.65917  0.00
N3 -0.23530 2.73683 1.09037  -0.01
H1 2.58673 -1.82227 2.56810  0.00
H2 2.98567 -5.27376 2.27300  0.00
H3 1.17266 -6.76285 1.48908  0.00
H4 -1.04902 -5.82279 0.90538  0.00
H5 -1.40085 -3.37022 1.04772  0.00
H6 2.03637 1.57929 3.27485  0.00
H7 1.99557 4.15928 3.16283  0.00
H8 0.83380 6.22337 2.36216  0.00
H9 -1.02007 5.97557 0.70854  0.00
H10 -1.64062 3.70716 -0.05386  0.00
C14 -2.80343 1.90106 -1.73488  0.00
O3 -1.42353 1.82509 -1.39041  0.00
C15 -0.56759 1.98104 -2.51890  0.00
C16 0.87654 1.76558 -2.08285  0.00
O4 1.04224 0.61395 -1.26781  0.02
C17 1.21280 -0.63716 -1.94876  0.00
C18 -0.05482 -1.24466 -2.54979  0.00
O5 -1.12816 -1.00611 -1.67651  0.00
C19 -2.25901 -1.83043 -1.90763  0.00
H11 -3.05850 2.90630 -2.08030  0.00
H12 -3.37815 1.66659 -0.84200  0.00
H13 -3.04454 1.18391 -2.52280  0.00
H14 -0.65863 2.99880 -2.91338  0.00
H15 -0.86390 1.28290 -3.30685  0.00
H16 1.19138 2.60434 -1.46107  0.00
H17 1.52401 1.71158 -2.96140  0.00
H18 1.61209 -1.30687 -1.18654  0.00
H19 1.96003 -0.52023 -2.73695  0.00
H20 0.11403 -2.32072 -2.66266  0.00
H21 -0.27533 -0.83370 -3.54256  0.00
H22 -1.96575 -2.88047 -1.98096  0.00
H23 -2.77332 -1.54416 -2.83059  0.00
H24 -2.92538 -1.70246 -1.05779  0.00

The value obtained for the strongest force on any atom is 0.054 Eh/bohr. The calculation puts the total energy at -72419.7608 eV. The HOMO energy (spin up / spin down) is -10.67 / -10.67 eV. The gap between HOMO and LUMO (spin up / spin down) is 6.639 / 6.846 eV. As for the energy above the lowest of the compared OMol25 structures with the same formula, charge and spin: 150.4 kJ/mol. The expectation value of S² is 0.77. As for the spin multiplicity: 2. Its charge is +1.